(1)
This record from the OMol25 dataset describes a structure of composition C7H11I2N2O5STb at a distorted geometry. The level of theory is ωB97M-V/def2-TZVPD.

Values from the calculation:
**Max |F|**: 0.1050 Eh/bohr
**HOMO (alpha / beta)**: -0.708 / 2.242 eV
**LUMO level (alpha / beta)**: 0.1455 / 0.1451 hartree
**Charge**: -2
**Spin multiplicity**: 7
**ΔE to the lowest compared entry with this formula, charge and spin**: 21.8 kcal per mole
**Total energy**: -70122.320 eV
**Frontier orbital gap (alpha / beta)**: 4.667 / 1.706 eV

Last column: Löwdin charge in e.
CARTESIAN COORDINATES (ANGSTROEM)
C 4.152 3.529 -0.845  -0.841
I 4.408 1.588 -0.995  0.028
H 3.066 3.729 -0.798  -0.020
H 4.505 3.931 -1.787  -0.062
H 4.677 3.938 0.028  -0.017
C 0.123 -1.869 -1.721  -0.069
C -1.683 -0.987 -0.712  -0.773
N -0.759 -1.996 -0.654  -0.198
H 0.112 -0.377 -3.348  0.109
I -3.846 -1.035 0.147  0.287
N -1.374 -0.251 -1.796  -0.166
H 0.886 -2.603 -1.899  0.105
Tb -1.337 -0.827 1.825  1.026
C 0.263 1.001 1.037  -0.108
O 0.496 2.128 0.821  0.033
C -0.259 -0.783 -2.422  -0.073
C -2.110 0.921 -2.241  -0.060
H -1.970 1.019 -3.324  0.083
H -1.743 1.833 -1.749  0.091
H -3.173 0.789 -2.009  0.027
C -0.679 -3.020 0.388  -0.120
H 0.048 -3.779 0.059  0.098
H -1.645 -3.527 0.553  0.085
H -0.234 -2.645 1.360  0.039
O 0.456 0.633 3.057  -0.489
S -0.350 -0.111 4.138  0.351
O -1.816 0.234 3.777  -0.524
O -0.306 -1.589 3.640  -0.544
O 0.090 0.126 5.469  -0.300


(2)
This record from the OMol25 dataset describes a structure of composition C7H11I2N2OPmSe at a distorted geometry. The level of theory is ωB97M-V/def2-TZVPD.

Values from the calculation:
**Max |F|**: 0.1308 Eh/bohr
**HOMO (alpha / beta)**: 0.523 / 0.468 eV
**LUMO level (alpha / beta)**: 0.1690 / 0.1690 hartree
**Charge**: -2
**Spin multiplicity**: 5
**Total energy**: -110567.612 eV
**Frontier orbital gap (alpha / beta)**: 4.076 / 4.130 eV

Last column: Löwdin charge in e.
CARTESIAN COORDINATES (ANGSTROEM)
C -0.456 0.035 -3.140  -0.220
I 0.037 2.875 -0.828  -0.215
H -0.332 -0.546 -4.057  0.034
H 0.483 0.498 -2.823  0.025
H -1.221 0.797 -3.288  0.086
C 4.299 0.032 -0.147  -0.083
C 2.050 -0.245 -0.433  -0.246
N 3.027 0.417 0.255  -0.163
H 4.868 -1.421 -1.703  0.104
I 0.479 -2.492 1.716  -0.200
N 2.764 -1.026 -1.303  -0.148
H 5.241 0.356 0.288  0.106
Pm -0.455 -0.023 0.348  0.124
C -0.829 -0.697 -2.025  -0.554
O -1.193 -1.659 -1.376  -0.188
C 4.123 -0.865 -1.146  -0.094
C 2.197 -2.001 -2.232  -0.034
H 3.011 -2.698 -2.538  0.086
H 1.794 -1.511 -3.145  0.081
H 1.405 -2.575 -1.714  0.080
C 2.824 1.271 1.417  -0.072
H 3.651 2.013 1.509  0.093
H 2.797 0.648 2.335  0.091
H 1.864 1.797 1.283  -0.003
Se -2.780 0.688 1.330  -0.689


(3)
This record from the OMol25 dataset describes a cluster of 2 separate species, C7H11IN2O2 in total at a distorted geometry. The level of theory is ωB97M-V/def2-TZVPD.

Values from the calculation:
**Max |F|**: 0.0871 Eh/bohr
**HOMO**: -6.200 eV
**LUMO level**: 0.0216 hartree
**Charge**: 0
**ΔE to the lowest compared entry with this formula, charge and spin**: 130.4 kcal per mole
**Total energy**: -22606.337 eV
**Frontier orbital gap**: 6.788 eV

Last column: Löwdin charge in e.
CARTESIAN COORDINATES (ANGSTROEM)
C -1.812 -2.082 -0.882  -0.254
C -1.801 -1.068 -0.006  -0.693
C -0.593 -1.157 0.674  -0.118
C 1.296 -2.748 0.378  -0.066
C 1.767 1.341 0.950  -0.055
C -1.036 2.271 -1.669  -0.170
C -0.126 2.681 0.479  -0.222
N -0.742 -2.821 -0.826  0.095
N 0.002 -2.262 0.161  -0.222
O 0.876 2.397 1.290  -0.079
O -0.278 2.016 -0.596  -0.118
I -3.182 0.518 0.220  0.901
H -2.409 -2.142 -1.779  0.111
H 1.641 -3.721 -0.113  0.113
H 1.944 -1.978 -0.109  0.083
H 1.663 -2.696 1.491  0.120
H 1.734 0.557 1.740  0.091
H 2.685 2.053 0.911  0.140
H 1.482 0.829 0.012  0.089
H -1.418 3.244 -1.949  0.046
H -0.272 -0.447 1.368  0.088
H -0.696 1.794 -2.515  0.006
H -0.721 3.420 0.771  0.115